Below is a 12-piece molecular cluster, C12H36N12O24 overall in a non-equilibrium geometry, with properties calculated with ωB97M-V with the def2-TZVPD basis set.

The geometry in XYZ format:
```
84
Properties=species:S:1:pos:R:3
C 1.53496 2.20713 2.59437
N 2.54873 2.48416 1.55639
O 2.22401 2.27465 0.41320
O 3.57939 3.00480 1.90889
H 1.09145 3.18637 2.78244
H 1.93704 1.77890 3.49610
H 0.76020 1.60553 2.13786
C -3.64463 -3.78308 0.19967
N -2.47606 -3.41775 1.06629
O -2.03397 -4.26350 1.78993
O -2.04491 -2.30431 0.98089
H -4.32034 -2.93689 0.28656
H -4.01352 -4.71940 0.57684
H -3.27980 -3.79002 -0.82409
C -3.44517 1.94441 2.50548
N -2.73257 2.17991 1.22806
O -1.89622 3.01642 1.19256
O -3.01473 1.49078 0.33170
H -2.83727 2.37575 3.28544
H -3.43891 0.86128 2.60200
H -4.45209 2.32907 2.42972
C 3.10298 -1.92236 3.81723
N 3.13126 -0.76535 2.85222
O 3.99305 0.04763 2.98217
O 2.29703 -0.74648 1.97705
H 2.73546 -2.80580 3.32932
H 2.44191 -1.56700 4.61514
H 4.08760 -1.99133 4.26046
C 0.03960 -4.53362 -3.20224
N -0.37896 -3.49652 -2.23094
O -1.50504 -2.99862 -2.36795
O 0.39449 -3.23519 -1.32827
H 1.12953 -4.52112 -3.19439
H -0.32550 -4.28347 -4.18753
H -0.31594 -5.49323 -2.84773
C -2.96759 3.90920 -2.27100
N -4.10714 2.98238 -2.45779
O -4.24961 2.45299 -3.51944
O -4.85851 2.86295 -1.51984
H -2.46070 3.64159 -1.34607
H -3.46460 4.85068 -2.04008
H -2.30628 3.90980 -3.11986
C 4.59860 -3.39338 -0.16361
N 3.77024 -2.82127 -1.27123
O 3.39614 -3.56792 -2.14571
O 3.49782 -1.64885 -1.21296
H 5.63206 -3.25574 -0.47670
H 4.37198 -4.44773 -0.07591
H 4.34901 -2.88572 0.75571
C -2.04231 0.25578 5.81796
N -0.89014 0.69633 4.96069
O 0.05107 1.16146 5.51621
O -0.96336 0.52740 3.75639
H -2.71162 -0.31325 5.19021
H -2.48465 1.09835 6.32676
H -1.60111 -0.45061 6.52467
C -3.58889 -0.75005 -1.98774
N -4.31533 -1.54190 -2.96257
O -3.89744 -1.55198 -4.05772
O -5.26963 -2.15126 -2.59922
H -3.57786 0.30899 -2.21761
H -2.55033 -1.05805 -1.96377
H -3.96282 -0.88697 -0.98017
C 4.05295 0.61825 -3.06470
N 4.91347 0.62985 -1.87058
O 4.56301 1.27646 -0.93597
O 5.98626 0.07171 -1.97268
H 4.54825 1.10190 -3.89309
H 3.09950 1.06959 -2.82205
H 3.83146 -0.42268 -3.29420
C 0.95919 3.60750 -2.09699
N 2.09060 4.57329 -2.18891
O 2.60813 4.72520 -3.26792
O 2.39029 5.16722 -1.20629
H 0.39326 3.69797 -3.01092
H 0.43681 3.87608 -1.18824
H 1.39185 2.61834 -1.98290
C 0.11597 0.02186 -0.09542
N 0.02217 0.72326 -1.39245
O -0.94039 1.41499 -1.59813
O 0.93320 0.57958 -2.16285
H -0.50447 -0.86726 -0.23442
H -0.30711 0.61022 0.70718
H 1.14547 -0.23833 0.09709
```

SMILES: C[N+](=O)[O-].C[N+](=O)[O-].C[N+](=O)[O-].C[N+](=O)[O-].C[N+](=O)[O-].C[N+](=O)[O-].C[N+](=O)[O-].C[N+](=O)[O-].C[N+](=O)[O-].C[N+](=O)[O-].C[N+](=O)[O-].C[N+](=O)[O-]
HOMO, eV: -10.23
Kohn-Sham gap, eV: 9.7
F_max, eV/Å: 4.19
Lowest unoccupied orbital energy, eV: -0.57
Relative energy (zero: lowest compared OMol25 entry of this formula, charge and spin), eV: 1.138

Mulliken atomic charge list, values in e, 2 entries: atom 1 (C): -0.806, atom 2 (N): 0.907